Record 1
{
  "formula": "H2N2O2S",
  "method": "the ωB97M-V functional and the def2-TZVPD basis",
  "species": ["N", "N", "O", "O", "S", "H", "H"],
  "xyz": [[0.096401, -0.236586, -0.412273], [0.425149, 0.722851, 0.398543], [-0.290194, -2.685682, -1.073881], [-0.299179, 1.943793, 0.284918], [0.188928, -1.865463, 0.074726], [0.487877, 0.337304, 1.374409], [-0.608982, 1.783783, -0.646443]],
  "forces_ev_per_angstrom": [[-0.61, -1.96, -0.33], [0.88, -1.50, 2.20], [0.68, 0.71, 1.33], [-0.02, -1.51, -1.27], [-0.74, 1.77, -2.18], [-0.14, 1.73, -0.62], [-0.06, 0.76, 0.86]],
  "mulliken_charge": [-0.354, 0.177, -0.440, -0.406, 0.358, 0.279, 0.386],
  "orbital_gap_ev": [8.15, 7.75],
  "e_above_lowest_kj_mol": 211.26,
  "energy_ev": -17938.3837,
  "e_homo_ev": [-8.9, -8.8]
}

***

Record 2
{
  "formula": "C8H24NO6Pd",
  "method": "the ωB97M-V functional and the def2-TZVPD basis",
  "species": ["Pd", "O", "H", "C", "C", "C", "O", "C", "N", "H", "H", "H", "H", "H", "H", "H", "H", "H", "H", "H", "C", "C", "O", "O", "H", "H", "H", "H", "H", "H", "C", "C", "O", "O", "H", "H", "H", "H", "H", "H"],
  "xyz": [[0.656632, -0.852180, -1.012311], [0.537372, 0.444300, -0.079001], [0.686862, 1.242520, -0.622181], [-1.917788, -3.098990, 0.990719], [-0.689088, -2.446210, 0.228799], [-0.542748, -3.032370, -1.205741], [0.466152, -2.372760, -2.012381], [0.722812, -3.225010, -3.089071], [-0.854808, -0.997300, 0.285699], [-1.645018, -4.138500, 1.172659], [-2.799688, -3.106340, 0.350189], [-2.160078, -2.625370, 1.942089], [0.219962, -2.785580, 0.725349], [-1.442978, -3.003510, -1.819621], [-0.309228, -4.094030, -1.125481], [1.339462, -4.064950, -2.769181], [1.304262, -2.711550, -3.854811], [-0.182698, -3.612410, -3.556041], [-1.146088, -0.783200, 1.228779], [-1.673798, -0.746850, -0.249681], [0.831292, 1.338220, 2.511989], [2.305152, 1.545870, 2.004469], [2.145412, 1.929810, 0.622479], [0.211642, 0.133210, 2.039359], [0.203832, 2.208030, 2.317519], [0.864862, 1.308380, 3.601069], [2.859852, 0.614330, 2.116899], [2.891792, 2.292180, 2.540159], [1.614242, 1.234330, 0.227799], [0.146562, 0.170490, 1.082299], [-0.427198, 3.876380, -1.211591], [-0.026668, 3.150870, 0.054839], [-0.851508, 2.069240, 0.563419], [-1.605678, 4.551830, -0.973631], [-0.609348, 3.153910, -2.007171], [0.344022, 4.535070, -1.610901], [0.206932, 3.923600, 0.787249], [0.979422, 2.803520, -0.180181], [-0.487648, 1.191020, 0.429519], [-2.166458, 3.979990, -0.444351]],
  "forces_ev_per_angstrom": [[4.88, -6.38, -8.50], [2.57, 11.67, 0.02], [-0.57, 0.71, -0.70], [1.13, -0.76, -1.23], [-2.08, -2.25, 0.78], [-1.54, -0.81, 0.62], [-1.28, -3.97, -0.68], [1.46, -0.67, -2.21], [-5.09, -4.54, 0.17], [-0.26, -0.08, 0.23], [-0.08, 0.15, 0.02], [0.33, 0.15, -0.12], [0.07, 0.59, 0.43], [-0.35, 0.30, 0.25], [0.29, 0.02, 0.18], [-0.12, -0.04, 0.28], [-0.15, 0.26, 0.16], [-0.18, 0.24, 0.23], [0.45, 0.39, 0.74], [-0.53, 0.03, -0.40], [1.23, 0.22, 1.80], [-1.85, -0.45, -0.45], [3.61, -0.08, 1.49], [0.61, 0.36, 3.78], [0.31, -0.19, -0.23], [0.00, -0.52, 0.10], [0.02, -0.23, -0.19], [-0.49, 0.30, -0.13], [2.44, 0.51, 1.52], [0.61, 0.05, 2.92], [-1.07, -1.42, 0.35], [1.19, -0.03, -1.32], [-2.23, 3.38, -0.63], [-1.07, 1.38, -0.23], [0.13, -0.52, -0.40], [0.05, 0.22, 0.55], [-0.55, -0.30, 0.63], [-0.55, 0.34, -0.03], [-1.19, 1.97, 0.15], [-0.17, -0.01, 0.03]],
  "mulliken_charge": [0.929, -0.763, 0.393, -1.514, -0.071, -0.575, -0.361, -0.722, -0.692, 0.414, 0.395, 0.470, 0.321, 0.374, 0.454, 0.307, 0.380, 0.283, 0.458, 0.175, -0.531, -0.447, -0.705, -0.640, 0.267, 0.456, 0.250, 0.389, 0.562, 0.879, -0.515, -0.667, -0.695, -0.525, 0.198, 0.373, 0.413, 0.502, 0.459, 0.321],
  "orbital_gap_ev": [9.19, 5.49],
  "e_above_lowest_kj_mol": 1147.85,
  "energy_ev": -25919.5727,
  "charge": 1,
  "e_homo_ev": [-12.1, -12.1],
  "multiplicity": 3
}

***

Record 3
{
  "formula": "CH2Cl2O3",
  "method": "the ωB97M-V functional and the def2-TZVPD basis",
  "species": ["C", "O", "O", "O", "Cl", "Cl", "H", "H"],
  "xyz": [[1.166652, -0.224104, 0.418399], [0.315053, -0.747825, 1.091140], [-1.657077, 0.699591, -0.007984], [2.411848, -0.031459, 0.817289], [-0.780757, 2.110362, 0.253412], [3.550048, 0.681622, -0.285130], [1.108837, 0.015113, -0.703730], [-1.277774, 0.029763, 0.494454]],
  "forces_ev_per_angstrom": [[-0.96, -0.69, -3.03], [1.28, 0.67, -0.05], [-1.79, 2.61, -2.08], [1.84, 0.41, 1.21], [-0.16, -0.36, 0.09], [-1.28, -0.57, 0.63], [-0.60, -0.09, 1.35], [1.66, -1.99, 1.88]],
  "mulliken_charge": [0.377, -0.580, -0.376, -0.204, 0.002, 0.070, 0.287, 0.423],
  "smiles": "O=COCl.OCl",
  "orbital_gap_ev": 9.06,
  "e_above_lowest_kj_mol": 254.12,
  "energy_ev": -32252.8449,
  "e_homo_ev": -10.5
}

***

> What is the formula in the second record?

C8H24NO6Pd